(1)
Below is a molecular structure, C15H35N3OSiTlV in a non-equilibrium geometry, with properties calculated with ωB97M-V with the def2-TZVPD basis set.

ORCA input file:
```
! wB97M-V def2-TZVPD RIJCOSX def2/J DEFGRID3
* xyz 2 1
N 1.75 0.57 0.95
C 2.66 0.61 1.75
O 3.59 0.60 2.48
Tl 2.08 -1.21 -1.94
V 0.08 0.08 0.17
N -0.02 0.39 -1.68
N -1.16 1.01 1.18
C 0.42 1.51 -2.55
C -0.95 2.20 2.05
C 0.52 1.03 -4.00
C -0.62 2.62 -2.48
C 1.77 2.04 -2.08
C -0.34 1.74 3.38
C -2.26 2.92 2.35
C 0.00 3.16 1.36
H 1.15 0.14 -4.12
H 0.96 1.84 -4.61
H -0.48 0.81 -4.41
H -1.59 2.26 -2.84
H -0.31 3.46 -3.12
H -0.74 2.99 -1.46
H 1.76 2.33 -1.01
H 2.02 2.92 -2.68
H 2.59 1.31 -2.23
H -0.99 1.00 3.85
H -0.25 2.61 4.05
H 0.65 1.30 3.25
H -2.92 2.30 2.98
H -2.80 3.20 1.43
H -2.04 3.84 2.91
H 0.14 4.05 2.00
H -0.40 3.50 0.40
H 0.99 2.72 1.20
C -1.21 -0.34 -2.15
H -1.60 -0.99 -1.35
H -2.03 0.33 -2.46
H -0.98 -0.98 -3.01
C -2.44 0.32 1.33
H -2.44 -0.61 0.76
H -2.64 0.06 2.39
H -3.29 0.92 0.96
C -0.23 -4.88 1.31
Si 0.71 -3.55 0.37
C 2.47 -3.45 1.00
C 0.66 -4.18 -1.40
C -0.17 -1.92 0.69
H 0.21 -5.87 1.12
H -1.28 -4.91 1.00
H -0.20 -4.70 2.40
H 3.01 -4.36 0.74
H 3.02 -2.59 0.60
H 2.46 -3.36 2.09
H -0.37 -4.23 -1.77
H 1.26 -3.62 -2.13
H 1.06 -5.21 -1.39
H -1.25 -2.15 0.65
H 0.04 -1.57 1.74
*
```

For the HOMO energy (spin up / spin down), the calculation gives -16.012 / -15.646 eV. Its frontier orbital gap (spin up / spin down) is 7.61 / 6.59 eV.

***

(2)
Below is 5 unconnected molecules or ions with the total composition C15H35N5O5 in a non-equilibrium geometry, with properties calculated with ωB97M-V with the def2-TZVPD basis set.

ORCA input file:
```
! wB97M-V def2-TZVPD RIJCOSX def2/J DEFGRID3
* xyz 0 1
C -0.33 -1.91 -2.22
N -0.54 -1.03 -1.06
C -0.38 -1.47 0.17
C -0.69 -0.44 1.36
O -0.17 -2.60 0.51
H -0.73 -2.78 -2.00
H 0.56 -1.88 -2.45
H -0.91 -1.54 -2.91
H -0.85 -0.09 -1.19
H 0.19 -0.53 1.99
H -1.75 -0.44 1.62
H -0.57 0.53 0.76
C 3.05 -0.72 -1.28
N 4.29 -1.41 -1.35
C 4.75 -1.94 -2.52
C 6.08 -2.74 -2.45
O 4.24 -1.85 -3.63
H 2.93 -0.02 -0.42
H 2.32 -1.51 -0.93
H 2.67 -0.28 -2.21
H 4.81 -1.47 -0.47
H 6.04 -3.26 -3.45
H 6.10 -3.57 -1.90
H 6.94 -2.04 -2.16
C -1.93 0.00 5.62
N -0.61 0.50 6.09
C -0.23 1.67 5.92
C 1.13 2.13 6.53
O -0.94 2.53 5.34
H -2.74 0.77 5.58
H -2.14 -1.04 6.25
H -2.07 -0.24 4.55
H -0.05 -0.10 6.57
H 1.89 2.46 5.68
H 1.61 1.27 7.13
H 1.12 3.10 7.08
C -3.67 -2.85 -0.40
N -3.29 -1.62 -0.89
C -4.23 -0.82 -1.54
C -3.79 0.52 -2.07
O -5.39 -1.16 -1.69
H -2.98 -3.72 0.27
H -4.13 -3.42 -1.15
H -4.55 -2.80 0.36
H -2.25 -1.37 -0.75
H -4.68 1.10 -2.52
H -2.82 0.72 -2.60
H -3.65 1.41 -1.43
C 1.80 2.95 -1.36
N 0.74 3.24 -2.40
C -0.52 2.81 -2.41
C -1.32 3.01 -3.65
O -1.04 2.34 -1.47
H 2.59 3.76 -1.41
H 2.24 1.90 -1.50
H 1.36 2.93 -0.35
H 1.24 3.71 -3.11
H -1.65 2.16 -4.22
H -0.82 3.69 -4.42
H -2.32 3.50 -3.46
*
```

For the HOMO energy, the calculation gives -9.021 eV. Its frontier orbital gap is 9.36 eV.

***

(3)
Below is 5 unconnected molecules or ions with the total composition C15H35N5O5 in a non-equilibrium geometry, with properties calculated with ωB97M-V with the def2-TZVPD basis set.

ORCA input file:
```
! wB97M-V def2-TZVPD RIJCOSX def2/J DEFGRID3
* xyz 1 2
C -3.16 -21.15 -5.29
O -2.69 -21.88 -6.13
N -2.65 -21.00 -4.07
C -2.85 -19.77 -3.35
C -1.58 -21.87 -3.58
H -4.03 -20.50 -5.47
H -3.26 -19.97 -2.36
H -3.59 -19.19 -3.91
H -1.95 -19.22 -3.07
H -0.60 -21.41 -3.44
H -1.86 -22.32 -2.63
H -1.43 -22.78 -4.16
C -1.07 -16.31 0.14
O -1.41 -15.64 1.09
N -0.09 -16.07 -0.76
C 0.39 -16.89 -1.88
C 0.56 -14.80 -0.68
H -1.49 -17.31 0.01
H -0.19 -17.79 -2.10
H 1.42 -17.22 -1.75
H 0.19 -16.35 -2.81
H 1.63 -14.75 -0.90
H -0.08 -14.04 -1.13
H 0.78 -14.47 0.33
C -3.96 -16.32 -2.79
O -2.86 -16.85 -2.42
N -4.15 -15.00 -2.93
C -5.47 -14.56 -3.28
C -3.07 -13.99 -2.69
H -4.96 -16.78 -2.88
H -5.93 -13.93 -2.52
H -6.04 -15.44 -3.58
H -5.58 -14.04 -4.24
H -2.11 -14.39 -3.01
H -3.30 -13.10 -3.29
H -3.03 -13.92 -1.61
C -3.56 -23.19 -10.35
O -3.86 -22.96 -11.55
N -2.22 -23.34 -9.98
C -1.80 -23.68 -8.58
C -1.04 -23.08 -10.81
H -4.18 -23.35 -9.45
H -1.22 -22.91 -8.08
H -0.99 -24.40 -8.64
H -2.62 -23.96 -7.92
H -1.38 -22.99 -11.84
H -0.55 -22.15 -10.53
H -0.33 -23.91 -10.83
C -4.76 -20.31 2.38
O -5.68 -19.80 3.06
N -4.76 -20.29 1.01
C -3.68 -20.94 0.42
C -5.89 -19.79 0.23
H -3.81 -20.71 2.76
H -3.15 -20.33 -0.31
H -4.06 -21.78 -0.17
H -2.95 -21.42 1.06
H -6.61 -19.32 0.90
H -5.67 -18.94 -0.42
H -6.33 -20.71 -0.14
*
```

For the HOMO energy (spin up / spin down), the calculation gives -10.573 / -10.573 eV. Its frontier orbital gap (spin up / spin down) is 6.64 / 2.14 eV.

***

(4)
Below is a molecular structure, C15H36AsCl3GeN4O4PPt in a non-equilibrium geometry, with properties calculated with ωB97M-V with the def2-TZVPD basis set.

ORCA input file:
```
! wB97M-V def2-TZVPD RIJCOSX def2/J DEFGRID3
* xyz 2 2
Pt -0.30 -0.68 0.69
Cl -3.30 0.60 3.98
Ge -2.72 -1.17 2.89
Cl -0.44 -1.03 3.09
Cl -3.16 -2.96 3.97
C 4.86 -0.16 1.33
C 3.37 -0.06 1.07
O 2.98 -1.21 0.28
P 1.56 -1.36 -0.41
O 1.54 -2.89 -0.77
C 1.87 -3.96 0.16
C 3.29 -4.42 -0.04
O 1.61 -0.68 -1.83
C 2.66 -0.98 -2.81
C 3.70 0.12 -2.79
H 5.17 0.64 2.00
H 5.42 -0.08 0.40
H 5.08 -1.12 1.79
H 3.13 0.85 0.52
H 2.80 -0.07 2.00
H 1.17 -4.76 -0.06
H 1.70 -3.61 1.18
H 3.42 -4.83 -1.04
H 3.52 -5.20 0.69
H 3.99 -3.59 0.09
H 2.15 -1.03 -3.77
H 3.10 -1.95 -2.59
H 3.22 1.09 -2.97
H 4.43 -0.05 -3.58
H 4.22 0.15 -1.84
C -1.93 2.10 1.24
N -2.07 3.53 1.09
C -2.08 3.87 -0.33
N -0.82 3.46 -0.96
C -0.67 2.03 -0.82
N -0.66 1.65 0.62
C 0.46 2.37 1.29
N 0.30 3.80 1.14
C -0.96 4.22 1.75
C 0.29 4.14 -0.28
H -2.77 1.59 0.76
H -1.92 1.84 2.30
H -2.21 4.95 -0.45
H -2.92 3.37 -0.83
H 0.26 1.71 -1.29
H -1.52 1.54 -1.31
H 1.40 2.06 0.84
H 0.46 2.11 2.35
H -1.08 5.29 1.64
H -0.96 3.96 2.81
H 1.23 3.83 -0.74
H 0.18 5.22 -0.40
C -4.50 -3.10 0.07
As -3.47 -1.57 -0.46
C -4.66 -0.23 -1.17
C -2.17 -2.02 -1.81
O -2.65 -0.93 0.90
H -5.06 -3.48 -0.78
H -5.19 -2.79 0.86
H -3.84 -3.88 0.46
H -5.35 -0.71 -1.86
H -4.11 0.54 -1.70
H -5.23 0.23 -0.35
H -2.69 -2.26 -2.74
H -1.58 -2.87 -1.49
H -1.51 -1.17 -1.98
*
```

For the HOMO energy (spin up / spin down), the calculation gives -13.744 / -13.726 eV. Its frontier orbital gap (spin up / spin down) is 5.50 / 5.48 eV.

***

Respective calculated total energy values: -60884.002 -33806.080 -33799.546 -197735.431 eV.